# 1
C46H48As2N5O6PRuS2Se | ωB97M-V/def2-TZVPD

Properties
multiplicity	5
net charge	+2
expectation value of S²	6.05
electronic energy	-288762.93442	eV

Geometry (Å):
Ru 1.2022 -0.1573 0.1425
C 1.6200 2.4394 2.8681
C 2.9955 1.7856 2.8933
As 3.0415 0.0841 1.7582
C 4.8047 0.0394 0.9141
C 5.9193 -0.7488 1.2820
C 7.0459 -0.8297 0.5079
C 7.1734 -0.0144 -0.6143
C 6.1351 0.9233 -0.8692
C 4.9517 0.9267 -0.1475
C 3.2539 -1.2692 3.1309
C 2.9205 -1.0827 4.4715
C 3.0588 -2.1331 5.3714
C 3.6128 -3.3477 4.9447
C 4.0575 -3.4728 3.6578
C 3.7921 -2.4750 2.7388
As 0.8983 2.0785 1.0318
C -0.8407 3.1142 1.2157
C -1.8472 2.5183 1.9637
C -3.0299 3.2352 2.2817
C -3.1619 4.5654 1.8741
C -2.1385 5.1516 1.1098
C -1.0395 4.4358 0.7436
C 1.7979 3.3339 -0.1840
C 2.3559 4.5789 0.0948
C 3.0839 5.3142 -0.8467
C 3.2088 4.8042 -2.1528
C 2.5363 3.6510 -2.4940
C 1.8712 2.8889 -1.5189
H 1.6276 3.5479 2.9621
H 0.8811 2.0089 3.5937
H 3.3834 1.6067 3.9124
H 3.7461 2.3602 2.3144
H 5.8071 -1.4142 2.1634
H 7.8342 -1.5557 0.7580
H 7.9937 -0.1015 -1.3435
H 6.3062 1.6636 -1.6107
H 4.0814 1.4604 -0.4894
H 2.4721 -0.0983 4.7691
H 2.7034 -2.0623 6.3801
H 3.6270 -4.1915 5.6361
H 4.6091 -4.3373 3.2595
H 3.9437 -2.6714 1.6717
H -1.7036 1.4489 2.2704
H -3.7615 2.7072 2.8585
H -4.0990 5.0809 2.1176
H -2.2958 6.2133 0.8192
H -0.2916 4.8457 0.0400
H 2.1528 5.0914 1.0515
H 3.4843 6.2862 -0.5162
H 3.8596 5.3499 -2.8390
H 2.4561 3.2920 -3.5210
H 1.3475 1.9511 -1.8007
O -1.4730 -0.3181 -3.6491
S -0.0680 -0.1746 -3.2226
O 0.6616 0.9373 -3.7627
O -0.1279 -0.2467 -1.6716
C 0.7551 -1.7065 -3.8359
C 0.0947 -2.3948 -4.8793
C 0.8117 -3.3328 -5.5733
C 1.9909 -3.8632 -5.0388
C 2.5477 -3.3428 -3.8790
C 1.9131 -2.2420 -3.2449
S 2.6816 -1.8271 -1.6341
O 2.5729 -0.2573 -1.4055
O 4.0176 -2.3528 -1.7327
O 1.9526 -2.4293 -0.4633
H -0.9433 -2.0354 -5.0997
H 0.5847 -3.5662 -6.6030
H 2.5457 -4.6483 -5.5276
H 3.4513 -3.6944 -3.3735
C -1.6676 -3.3056 3.1563
N -1.7711 -3.6185 1.6985
C -3.0126 -3.0226 1.2267
N -3.1241 -1.6217 1.4595
C -3.0050 -1.3509 2.9263
N -1.7984 -1.9116 3.4522
C -0.6393 -1.1652 3.1403
P -0.5302 -1.2096 1.2502
C -0.5641 -3.0481 1.0753
C -2.2161 -0.8298 0.6158
H -0.7744 -3.7561 3.5497
H -2.5191 -3.8596 3.5680
H -3.8250 -3.5722 1.7331
H -3.0817 -3.1739 0.1474
H -3.8318 -1.7259 3.5737
H -3.0276 -0.2479 3.0534
H 0.2839 -1.5895 3.6021
H -0.8168 -0.1509 3.5119
H 0.3286 -3.4453 1.5538
H -0.5649 -3.2889 -0.0177
H -2.3070 -1.1575 -0.4452
H -2.4225 0.2660 0.6664
C -6.9343 2.4122 -1.5005
N -5.9405 1.5474 -2.0392
C -4.6437 1.9369 -2.4488
Se -3.9574 3.6026 -2.1270
N -4.0566 0.8485 -2.9978
C -4.9023 -0.2264 -3.0355
C -4.7901 -1.4775 -3.6345
C -5.9766 -2.2206 -3.6905
C -7.2038 -1.7388 -3.1681
C -7.2902 -0.5711 -2.4504
C -6.1071 0.2025 -2.4444
H -6.3919 2.9405 -0.7384
H -7.7881 1.8852 -0.9951
H -7.3503 3.1102 -2.2429
H -3.0796 0.7808 -3.2965
H -3.8875 -1.8244 -4.2092
H -5.9656 -3.1917 -4.1787
H -8.0853 -2.3407 -3.4102
H -8.1763 -0.2148 -1.9198

***

# 2
C37H49GeIKN11O2 | ωB97M-V/def2-TZVPD

Properties
multiplicity	1
ΔE to the lowest compared entry with this formula, charge and spin	0.2718	eV
net charge	-2

Geometry (Å):
K -1.1372 1.0148 -1.0506
C -3.3733 1.2687 5.0678
C -3.7843 2.0193 3.9705
C -3.7598 1.4758 2.6900
C -3.3299 0.1601 2.4655
C -2.9375 -0.5886 3.5822
C -2.9524 -0.0420 4.8615
N -3.2193 -0.3764 1.1737
C -4.3293 -0.5939 0.5062
C -5.6694 -0.3944 1.0496
C -6.7840 -0.7074 0.3394
C -6.7201 -1.2134 -0.9912
C -5.4864 -1.3791 -1.5574
C -4.3039 -1.0671 -0.8615
N -3.0420 -1.1222 -1.4678
N -3.0249 -1.7904 -2.5184
C -1.8373 -1.5853 -3.3098
C -1.3407 -2.6638 -4.0164
C -0.2916 -2.4545 -4.8939
C 0.2121 -1.1748 -5.0616
C -0.3459 -0.1532 -4.3154
N -1.3530 -0.3571 -3.4479
H -3.3748 1.6992 6.0618
H -4.1087 3.0462 4.1068
H -4.0519 2.0755 1.8299
H -2.6046 -1.6072 3.4188
H -2.6243 -0.6455 5.7018
H -5.7512 0.0065 2.0511
H -7.7557 -0.5395 0.7935
H -7.6226 -1.4273 -1.5470
H -5.3825 -1.7289 -2.5760
H -1.7717 -3.6439 -3.8508
H 0.1424 -3.2898 -5.4285
H 1.0432 -0.9725 -5.7214
H 0.0621 0.8534 -4.3500
C 0.0060 -3.6178 -0.0322
C 0.0482 -4.8633 0.9049
N 0.5865 -4.4970 2.2243
C 1.9312 -3.9288 2.0297
C 1.8715 -2.6662 1.1181
N 0.4923 -2.4475 0.6888
C -0.3547 -2.2230 1.8604
C -0.2774 -3.4570 2.8075
H -1.0124 -3.4100 -0.3741
H 0.6325 -3.7549 -0.9168
H 0.6817 -5.6515 0.4899
H -0.9500 -5.2841 1.0528
H 2.5599 -4.7068 1.5889
H 2.3418 -3.6940 3.0162
H 2.4956 -2.7591 0.2276
H 2.2003 -1.7652 1.6383
H -1.3732 -2.0401 1.5068
H -0.0116 -1.3136 2.3570
H -1.2680 -3.8929 2.9730
H 0.1297 -3.1885 3.7869
C 4.9480 0.6871 -2.9808
Ge 4.2548 -1.1471 -2.7585
C 4.6891 -2.0094 -4.5084
C 5.5238 -2.1259 -1.5979
C 2.5453 -1.1181 -2.0290
H 5.7902 0.8896 -2.3075
H 4.1397 1.3956 -2.7695
H 5.2888 0.8522 -4.0098
H 5.7666 -1.9408 -4.7225
H 4.1369 -1.5219 -5.3217
H 4.4027 -3.0681 -4.4837
H 6.5638 -1.9808 -1.9217
H 5.3009 -3.2001 -1.6416
H 5.4240 -1.7971 -0.5556
H 2.0782 -2.1070 -1.9009
H 1.8664 -0.4332 -2.5634
N 3.8980 0.7754 0.7404
N 2.4785 0.4934 0.5997
H 4.2854 0.8860 -0.1968
H 4.3150 -0.0853 1.0776
H 2.3831 -0.1045 -0.2180
H 2.0516 1.3804 0.3454
I -0.7444 5.8378 4.1790
C -0.0372 3.9348 3.7122
C 0.8345 3.2899 4.5650
C 1.2669 2.0307 4.2115
C 0.8087 1.4680 3.0229
N -0.0456 2.0864 2.2107
C -0.4640 3.3116 2.5440
H 1.1747 3.7650 5.4772
H 1.9596 1.4828 4.8384
H 1.1752 0.5086 2.6817
H -1.1523 3.7888 1.8527
C -0.5391 6.3530 0.0521
N 0.0431 5.3492 -0.8224
C 1.1744 5.6459 -1.5462
C 1.7224 4.7800 -2.4037
C 1.0844 3.4668 -2.5839
O 1.5023 2.6705 -3.4230
N 0.0001 3.1776 -1.7820
C -0.5504 4.0809 -0.9470
O -1.5716 3.8431 -0.2623
H -0.7672 7.2613 -0.5102
H 0.1330 6.6059 0.8766
H -1.4568 5.9509 0.4657
H 1.5877 6.6307 -1.3686
H 2.6113 5.0197 -2.9684

***

# 3
C2H6N3S | ωB97M-V/def2-TZVPD

Properties
multiplicity	1
ΔE to the lowest compared entry with this formula, charge and spin	0.5808	eV
net charge	+1

Geometry (Å):
C -0.1029 -2.8678 0.2051
C -0.8096 -1.0091 1.0362
N -0.7644 -2.3515 1.1555
N -0.2614 -0.5242 -0.0373
N 0.5488 2.5989 -0.6503
S 0.3268 -1.6893 -1.0026
H 0.0775 -3.9387 0.1877
H -1.2256 -0.2967 1.8044
H -0.0286 1.8617 -0.9954
H 0.0603 3.4697 -0.8579
H 1.3728 2.3688 -1.1761
H 0.8063 2.3782 0.3307